Entry 1:
Computed, not measured: a structure of composition C29H35F3N4O2P2Re in a non-equilibrium geometry, with ωB97M-V/def2-TZVPD.

Each line ends with the Mulliken spin population.
CARTESIAN COORDINATES (ANGSTROEM)
1 Re 0.388306 1.837508 1.427726  0.833
2 C 1.227463 -4.458708 -0.956863  0.000
3 C 1.158956 -3.630834 -2.008630  0.000
4 C 0.030527 -3.644454 -2.990595  0.000
5 C -1.371862 -3.884387 -2.371108  0.000
6 C -1.615425 -3.260923 -1.015920  -0.001
7 C -1.393497 -3.935236 0.121454  0.000
8 C -0.929648 -5.387989 0.080555  0.000
9 C 0.341984 -5.649342 -0.758213  0.000
10 C -0.625786 3.199689 2.682785  -0.075
11 H 1.983280 -4.405857 -0.177225  0.000
12 H 2.008707 -3.020297 -2.314051  0.001
13 H 0.194398 -4.402168 -3.779511  0.000
14 H 0.064925 -2.673473 -3.505207  0.000
15 H -2.122144 -3.509335 -3.087895  0.000
16 H -1.509236 -4.971202 -2.278021  0.000
17 H -2.086322 -2.278272 -1.031177  -0.001
18 H -1.630702 -3.547845 1.122770  -0.001
19 H -1.694886 -6.072412 -0.333386  0.000
20 H -0.756661 -5.709593 1.118675  0.000
21 H 0.939545 -6.434502 -0.257249  0.000
22 H 0.036808 -6.012404 -1.748073  0.000
23 H 0.116330 3.557704 3.417770  -0.001
24 H -1.468246 2.742819 3.223300  0.004
25 H -0.981712 4.068501 2.113022  -0.001
26 P -1.547676 1.279868 0.566718  0.071
27 P 1.162920 1.198304 -0.563667  0.004
28 N -2.592501 0.349843 1.767695  0.036
29 N -2.865534 2.490226 0.123507  -0.015
30 N 2.270060 -0.140372 -0.086458  -0.002
31 N 2.444469 2.070342 -1.522783  -0.032
32 C -1.361590 0.305562 -0.982170  0.055
33 C -0.075761 0.657046 -1.751790  0.010
34 C -2.186302 0.180280 3.079901  0.005
35 C -3.133462 -0.601727 3.744861  0.012
36 C -4.139973 -0.936972 2.801830  0.009
37 C -3.782813 -0.326538 1.589894  -0.012
38 C -3.397405 3.442496 0.985404  0.341
39 C -4.284837 4.252287 0.274808  0.113
40 C -4.268022 3.807546 -1.078446  0.126
41 C -3.358279 2.751395 -1.146165  0.339
42 C 2.673907 -0.408555 1.212572  0.017
43 C 3.138221 -1.719039 1.274195  0.007
44 C 3.096710 -2.233937 -0.043694  -0.003
45 C 2.530383 -1.248446 -0.856570  -0.001
46 C 3.339443 1.548054 -2.456333  0.340
47 C 4.131588 2.584904 -2.966391  0.117
48 C 3.691484 3.791857 -2.338944  0.093
49 C 2.620801 3.446160 -1.518151  0.294
50 H -2.223305 0.455601 -1.633208  -0.001
51 H -1.381138 -0.738495 -0.647332  -0.030
52 H 0.253727 -0.140415 -2.426732  0.004
53 H -0.209527 1.539647 -2.401975  -0.005
54 H -1.268230 0.637377 3.416118  -0.008
55 H -3.083719 -0.844630 4.791967  0.000
56 H -5.025343 -1.517921 3.001247  0.003
57 H -4.288353 -0.329187 0.636629  0.003
58 H -3.058219 3.510149 2.006119  0.067
59 H -4.882494 5.043609 0.699800  0.001
60 H -4.854895 4.183607 -1.901971  0.000
61 H -3.003677 2.200714 -2.000286  0.037
62 H 2.643526 0.349308 1.976719  -0.002
63 H 3.477848 -2.228313 2.164140  0.000
64 H 3.414703 -3.217904 -0.353652  0.000
65 H 2.283647 -1.198135 -1.908073  -0.003
66 H 3.349734 0.491393 -2.674581  0.047
67 H 4.926228 2.483865 -3.696512  0.002
68 H 4.078879 4.796968 -2.454626  -0.001
69 H 2.013303 4.061492 -0.882279  0.098
70 F 4.078529 3.588769 3.911667  0.002
71 C 3.687538 4.003291 2.694064  -0.002
72 F 3.239716 5.280116 2.789337  0.000
73 F 4.761234 4.001175 1.860985  0.000
74 C 2.545601 3.048218 2.202083  0.020
75 O 2.133213 2.078569 2.890261  0.019
76 O 1.980538 3.403559 1.135333  0.067

Forces on the atoms, in the same order (eV/Å):
Re 1.01 -1.20 2.28
C 0.30 -0.14 -0.24
C 0.50 -1.18 0.21
C -0.12 0.05 -0.27
C -0.15 -0.07 -0.24
C -0.06 -0.37 0.22
C -0.59 -0.42 -0.50
C 0.03 -0.04 0.65
C -0.13 -0.08 -0.10
C -0.22 1.32 -0.39
H 0.09 0.23 -0.46
H -0.35 -0.11 0.47
H -0.05 0.28 0.22
H -0.23 -0.10 -0.06
H 0.19 -0.25 0.25
H -0.23 0.46 -0.17
H 0.09 -0.25 0.24
H 0.08 0.13 -0.60
H -0.01 0.53 0.36
H -0.06 0.04 -0.34
H -0.33 0.29 -0.40
H 0.26 -0.18 0.33
H -0.21 -0.09 -0.32
H 0.23 0.08 -0.23
H 0.05 0.04 0.42
P -1.36 -1.22 1.59
P 2.60 -1.28 0.18
N 1.03 1.00 -1.76
N 0.31 -0.03 -0.54
N -1.10 1.22 -1.11
N -0.73 0.42 -0.57
C -0.76 0.16 -0.14
C 0.03 0.13 -0.60
C -0.64 -0.68 0.65
C 1.11 0.96 -0.89
C 0.64 0.96 -1.17
C -0.66 -0.73 0.92
C 0.82 -1.23 -0.70
C -0.73 -0.09 -2.44
C -0.73 1.42 2.01
C 0.77 -0.53 1.60
C -0.18 -0.92 0.79
C -0.28 1.23 -0.37
C -0.50 1.01 -0.68
C 0.44 -0.67 0.46
C -0.83 0.27 0.99
C -0.16 2.31 0.62
C 1.28 -1.54 -1.64
C -0.41 -1.39 0.66
H 0.02 -0.41 -0.07
H 0.24 0.23 -0.09
H -0.10 -0.09 0.27
H -0.15 -0.16 0.21
H -0.10 -0.19 0.17
H -0.06 -0.14 0.00
H -0.01 0.01 -0.16
H 0.00 -0.04 0.02
H -0.21 -0.14 0.08
H 0.04 0.01 -0.07
H 0.06 0.07 0.05
H -0.15 0.00 -0.07
H 0.03 -0.11 0.03
H 0.11 0.14 -0.11
H 0.13 0.33 -0.08
H 0.08 -0.31 0.26
H 0.12 0.04 0.00
H -0.14 -0.03 0.18
H -0.02 -0.23 -0.10
H -0.10 0.16 0.01
F -0.07 0.44 -0.85
C 0.57 -0.05 0.91
F 0.22 -1.21 -0.21
F -1.04 -0.15 0.48
C 0.29 1.20 0.39
O 0.08 0.58 -0.89
O 0.13 0.29 0.49

Computed properties:
F_max	0.0564	hartree/bohr
total charge	+2
multiplicity	4
HOMO (alpha / beta)	-12.915 / -12.923	eV
frontier orbital gap (alpha / beta)	5.95 / 3.49	eV
calculated total energy	-69534.1075	eV

---

Entry 2:
Computed, not measured: a structure of composition C29H35F5N4NiP2 in a non-equilibrium geometry, with ωB97M-V/def2-TZVPD.

Each line ends with the Mulliken spin population.
CARTESIAN COORDINATES (ANGSTROEM)
1 Ni 0.025489 0.174931 2.060839  1.402
2 C -1.696855 1.391412 -3.609341  -0.001
3 C -1.777734 0.073415 -3.396718  0.000
4 C -0.891407 -0.954198 -4.010256  0.000
5 C 0.612798 -0.613048 -4.196085  0.001
6 C 1.306905 0.132626 -3.107745  -0.021
7 C 1.036844 1.373542 -2.634315  0.025
8 C 0.598681 2.472500 -3.536385  0.004
9 C -0.646993 2.112308 -4.389218  0.000
10 C 1.326799 0.353471 3.468567  0.198
11 H -2.486246 2.053251 -3.247844  0.000
12 H -2.700368 -0.344818 -2.989658  0.000
13 H -1.277005 -1.202304 -5.016272  0.000
14 H -0.979164 -1.881857 -3.428736  -0.002
15 H 1.129764 -1.583605 -4.287423  0.000
16 H 0.738371 -0.120766 -5.166429  0.000
17 H 2.196127 -0.402667 -2.742567  -0.002
18 H 1.276940 1.675894 -1.606360  0.004
19 H 1.415354 2.758135 -4.236773  0.000
20 H 0.371597 3.355146 -2.918242  0.000
21 H -1.076494 3.065328 -4.733362  0.000
22 H -0.344718 1.550206 -5.282713  0.000
23 H 0.779994 0.856231 4.270713  -0.031
24 H 2.261138 0.914983 3.301764  -0.005
25 H 1.567367 -0.665902 3.808020  -0.022
26 P 1.712174 -0.438360 0.916525  -0.068
27 P -1.418705 -0.703719 0.840251  0.176
28 N 2.860974 0.801536 0.358612  0.044
29 N 2.903103 -1.614135 1.405130  0.003
30 N -2.230628 0.587236 -0.065344  -0.061
31 N -2.673044 -1.765011 1.471851  -0.011
32 C 0.918573 -1.208170 -0.519715  0.111
33 C -0.517837 -1.731307 -0.361720  -0.017
34 C 2.843331 2.107492 0.872986  -0.004
35 C 3.882767 2.826717 0.295877  0.009
36 C 4.547148 1.958443 -0.629492  0.004
37 C 3.900708 0.726365 -0.574580  0.001
38 C 3.818380 -1.399465 2.448892  0.005
39 C 4.386119 -2.614879 2.802010  0.000
40 C 3.814344 -3.619454 1.945427  0.002
41 C 2.891371 -2.985058 1.127270  0.003
42 C -1.853068 1.920778 0.128219  0.030
43 C -2.831400 2.740775 -0.422081  0.006
44 C -3.795783 1.897882 -1.050438  0.003
45 C -3.402257 0.579930 -0.815981  -0.004
46 C -4.005476 -1.989456 1.109760  0.004
47 C -4.539538 -2.968817 1.946600  0.001
48 C -3.498800 -3.380031 2.836557  0.016
49 C -2.367906 -2.640658 2.514947  0.023
50 H 1.573670 -1.961895 -0.966172  0.008
51 H 0.847820 -0.377277 -1.223235  -0.052
52 H -1.055275 -1.757597 -1.322270  0.019
53 H -0.512240 -2.741788 0.064803  0.000
54 H 2.088203 2.387410 1.589802  0.012
55 H 4.133527 3.856828 0.511897  0.000
56 H 5.393875 2.206332 -1.255838  0.000
57 H 4.098390 -0.187315 -1.113893  0.001
58 H 3.974608 -0.402208 2.838631  0.000
59 H 5.132794 -2.759031 3.569939  0.000
60 H 4.063978 -4.669922 1.923590  0.000
61 H 2.232120 -3.369841 0.364314  -0.001
62 H -0.948542 2.145737 0.692242  0.032
63 H -2.837931 3.823028 -0.357380  0.001
64 H -4.650560 2.207362 -1.641313  0.000
65 H -3.837943 -0.352455 -1.149530  0.001
66 H -4.457561 -1.434122 0.303127  0.001
67 H -5.552430 -3.348794 1.914428  0.001
68 H -3.554711 -4.128698 3.613911  0.001
69 H -1.373331 -2.653889 2.931465  -0.002
70 F -1.850118 -0.435746 4.232438  -0.007
71 C -1.654630 0.621761 3.342187  0.124
72 F -2.861291 0.740964 2.619494  0.010
73 C -1.625375 1.919757 4.193094  0.020
74 F -2.843278 2.189873 4.745322  0.003
75 F -0.741857 1.866302 5.218035  -0.001
76 F -1.293647 2.982410 3.405855  0.002

Forces on the atoms, in the same order (eV/Å):
Ni -0.60 0.76 2.66
C -0.60 -0.18 0.12
C -0.60 0.65 -0.95
C 0.56 -0.30 -0.10
C 0.33 -0.40 -1.08
C 0.59 0.68 0.47
C 1.02 -0.68 -0.68
C -1.18 0.53 -0.14
C 0.32 0.52 -0.24
C 0.59 0.18 1.92
H 0.13 -0.43 0.20
H 0.36 0.32 0.22
H 0.04 -0.01 0.34
H 0.09 0.11 -0.11
H -0.14 0.34 -0.16
H 0.02 -0.08 0.04
H -0.90 -0.01 0.75
H 0.79 -0.11 -0.51
H -0.31 -0.21 0.59
H 0.01 -0.15 -0.28
H 0.09 -0.33 -0.11
H -0.12 0.18 0.26
H 0.50 -0.22 -0.06
H -0.33 -0.34 -0.04
H 0.13 0.23 0.10
P 1.66 0.80 -1.77
P -2.17 -0.90 -1.44
N -0.22 -0.05 -0.21
N -0.32 0.07 0.77
N 0.34 -0.53 0.15
N -0.05 -0.18 -0.43
C 0.26 -0.43 -0.53
C -0.17 -0.34 -0.03
C 0.78 -0.07 -0.75
C -0.83 -0.78 0.21
C -0.88 -0.97 0.38
C 0.23 0.90 0.39
C 0.13 -0.95 -0.06
C -0.67 0.83 -0.79
C -0.69 0.98 -0.36
C 0.54 -0.17 0.60
C -1.01 0.10 -0.11
C 1.01 -0.67 0.30
C 0.52 -1.27 0.44
C -0.24 1.07 0.11
C -0.12 -0.62 0.70
C 0.89 0.84 -0.63
C 0.83 0.71 -0.65
C -0.89 -0.31 -0.09
H -0.19 0.08 -0.25
H 0.18 -0.14 0.24
H 0.37 -0.06 0.18
H -0.15 0.09 -0.05
H 0.11 0.05 0.04
H -0.09 -0.16 -0.03
H -0.14 -0.09 0.08
H 0.00 0.02 0.11
H 0.01 -0.24 -0.09
H -0.07 0.03 -0.13
H -0.09 0.10 0.00
H 0.15 -0.11 0.13
H -0.38 0.10 -0.10
H 0.04 -0.24 -0.15
H 0.13 -0.10 0.22
H 0.06 0.31 0.08
H -0.02 -0.11 0.33
H 0.16 0.13 -0.03
H 0.01 0.11 -0.09
H -0.08 0.05 0.12
F 0.21 0.80 -0.54
C 0.03 0.84 0.02
F 0.49 -0.06 0.74
C -0.67 0.08 0.26
F 0.85 -0.02 -0.33
F -0.52 0.08 -0.60
F -0.13 -0.64 0.49

Computed properties:
F_max	0.0550	hartree/bohr
total charge	0
multiplicity	3
HOMO (alpha / beta)	-6.204 / -8.413	eV
frontier orbital gap (alpha / beta)	5.94 / 7.26	eV
ΔE to the lowest compared entry with this formula, charge and spin	107.29	kJ/mol
calculated total energy	-109803.3003	eV

---

Entry 3:
Computed, not measured: a structure of composition C29H35MnN7P2 in a non-equilibrium geometry, with ωB97M-V/def2-TZVPD.

Each line ends with the Mulliken spin population.
CARTESIAN COORDINATES (ANGSTROEM)
1 Mn 0.012028 0.971348 2.259140  4.639
2 C -1.939215 1.668029 -3.879496  0.000
3 C -2.121171 0.357600 -3.689363  0.001
4 C -1.247515 -0.717152 -4.258168  0.001
5 C 0.257152 -0.371815 -4.352267  0.000
6 C 0.866283 0.427306 -3.229553  0.000
7 C 0.870168 1.762463 -3.127449  0.000
8 C 0.440976 2.612387 -4.286052  0.000
9 C -0.972518 2.288562 -4.845255  0.000
10 C 1.487556 1.501489 3.494833  0.065
11 H -2.602420 2.392670 -3.400474  0.000
12 H -3.068347 -0.004072 -3.268316  -0.001
13 H -1.610107 -0.922238 -5.277904  0.000
14 H -1.357328 -1.675019 -3.725616  -0.001
15 H 0.812760 -1.327838 -4.382523  0.000
16 H 0.452731 0.116192 -5.321846  0.000
17 H 1.500249 -0.173357 -2.567385  -0.001
18 H 1.342527 2.272681 -2.293718  0.000
19 H 1.177098 2.465277 -5.098395  0.000
20 H 0.471777 3.683845 -4.050347  0.000
21 H -1.402908 3.248741 -5.182710  0.000
22 H -0.874294 1.678907 -5.757212  0.000
23 H 0.973095 2.185095 4.195194  0.010
24 H 2.274362 2.040272 2.954773  -0.008
25 H 1.914561 0.623098 4.020187  0.010
26 P 1.600806 -0.323946 0.970943  0.071
27 P -1.356740 -1.030709 1.320326  0.042
28 N 2.755076 0.807004 0.267264  -0.016
29 N 2.728902 -1.517153 1.505830  -0.008
30 N -2.085575 0.370196 0.537611  -0.016
31 N -2.869706 -1.840197 1.622256  0.026
32 C 0.790213 -1.153621 -0.421118  0.035
33 C -0.557518 -1.829019 -0.120877  -0.014
34 C 2.606089 2.187702 0.450270  0.002
35 C 3.680991 2.816695 -0.150313  0.006
36 C 4.504353 1.808589 -0.755662  0.001
37 C 3.919560 0.580898 -0.472456  0.001
38 C 3.596050 -1.253456 2.579339  -0.006
39 C 4.330881 -2.400694 2.844362  0.001
40 C 3.917395 -3.410385 1.906735  0.002
41 C 2.942407 -2.838073 1.099605  0.006
42 C -1.894775 1.664960 1.058726  0.085
43 C -2.506746 2.559913 0.183634  0.031
44 C -3.039695 1.810735 -0.898995  0.003
45 C -2.710748 0.481347 -0.678844  0.022
46 C -4.011741 -2.159444 0.875880  0.010
47 C -4.899535 -2.848655 1.698527  -0.001
48 C -4.289187 -2.941825 2.997381  0.003
49 C -3.056679 -2.322314 2.924299  -0.003
50 H 1.458218 -1.872395 -0.916356  0.004
51 H 0.561311 -0.343358 -1.122063  -0.024
52 H -1.235608 -1.797883 -0.994221  0.004
53 H -0.414408 -2.884345 0.170519  -0.002
54 H 1.765095 2.587510 1.010053  0.026
55 H 3.851663 3.882475 -0.154395  0.000
56 H 5.407857 1.963639 -1.331921  0.000
57 H 4.232461 -0.430714 -0.709304  0.000
58 H 3.606190 -0.277860 3.054230  0.003
59 H 5.081264 -2.502093 3.619572  0.000
60 H 4.287806 -4.425010 1.845338  0.000
61 H 2.373271 -3.251893 0.278761  0.000
62 H -1.633876 1.830627 2.116903  -0.071
63 H -2.594679 3.632571 0.321920  0.001
64 H -3.618580 2.176264 -1.740470  -0.001
65 H -2.867672 -0.391996 -1.290463  0.002
66 H -4.093463 -1.883272 -0.163967  -0.001
67 H -5.866103 -3.238671 1.415480  0.000
68 H -4.692697 -3.417304 3.877577  0.000
69 H -2.284984 -2.162626 3.663392  0.009
70 N -0.930981 0.291627 3.914756  -0.040
71 C -0.979621 -0.154195 5.017968  0.061
72 N -0.984379 -0.861407 6.056014  0.022
73 C -1.073159 -0.495020 7.311132  -0.003
74 N -1.106528 -0.297693 8.474714  0.010

Forces on the atoms, in the same order (eV/Å):
Mn 0.42 -0.32 0.98
C -0.52 -0.13 -0.24
C -0.56 0.32 -0.51
C 0.16 -0.11 -0.37
C 0.62 -0.35 -0.52
C 0.58 0.12 0.10
C 0.44 -0.58 -0.53
C -0.36 0.40 -0.21
C 0.30 0.43 -0.41
C 0.97 1.00 0.20
H 0.07 -0.42 -0.25
H 0.53 0.34 0.29
H 0.14 -0.13 0.13
H -0.15 0.39 0.10
H -0.27 0.34 -0.18
H -0.01 -0.11 0.36
H -0.47 0.53 -0.10
H 0.15 -0.23 0.05
H -0.23 0.09 0.28
H 0.11 -0.30 0.20
H 0.05 -0.45 0.08
H -0.13 0.07 0.39
H 0.55 -0.27 0.03
H 0.23 0.02 0.61
H -0.38 0.55 -0.11
P 2.06 -0.14 -1.18
P -2.19 -0.37 -0.73
N -0.67 0.00 0.11
N 0.28 0.00 0.78
N 0.85 0.53 -0.16
N 0.31 -0.55 0.57
C -0.17 -0.31 -0.58
C -0.57 -0.59 0.19
C 0.88 -0.04 -0.61
C -0.65 -0.56 0.07
C -0.83 -0.81 0.50
C 0.00 0.74 -0.03
C 0.25 -1.06 -0.04
C -0.72 0.69 -0.55
C -0.76 1.08 -0.32
C 0.41 -0.22 0.55
C -0.80 0.12 -0.79
C 0.15 -0.38 0.25
C 0.27 -0.54 0.43
C -0.16 0.61 0.62
C -0.22 -0.56 0.74
C 1.29 0.72 -0.17
C 0.74 0.40 -0.49
C -0.85 -0.39 -0.43
H -0.14 0.39 -0.12
H 0.22 -0.07 0.32
H 0.50 -0.16 0.24
H -0.11 0.31 -0.09
H 0.35 -0.09 -0.21
H -0.01 -0.07 -0.03
H -0.13 -0.06 0.18
H -0.07 0.25 0.07
H 0.00 -0.26 -0.15
H -0.17 0.05 -0.18
H -0.10 0.18 -0.07
H 0.15 -0.05 0.19
H -0.99 0.29 -0.31
H 0.05 -0.28 0.05
H 0.24 -0.04 0.34
H -0.05 0.16 0.15
H -0.03 -0.04 0.14
H 0.10 0.11 -0.05
H -0.02 0.07 -0.06
H -0.14 -0.03 0.02
N -0.95 -0.46 1.94
C 0.26 0.37 -1.86
N -0.20 -0.28 0.01
C 0.10 0.52 2.98
N -0.03 -0.35 -2.62

Computed properties:
F_max	0.0588	hartree/bohr
total charge	0
multiplicity	6
HOMO (alpha / beta)	-6.949 / -8.286	eV
frontier orbital gap (alpha / beta)	6.86 / 7.75	eV
ΔE to the lowest compared entry with this formula, charge and spin	43.30	kJ/mol
calculated total energy	-90964.0781	eV